[1]
{
  "formula": "C2H2FN3O",
  "method": "ωB97M-V with the def2-TZVPD basis set",
  "elements": ["C", "F", "N", "N", "H", "O", "N", "H", "C"],
  "coordinates": [[-1.8027, -1.0401, -0.3946], [2.1903, 1.3864, -0.1775], [0.4297, -1.5948, 0.1959], [1.3944, -0.6692, 0.0588], [-2.8008, -0.8074, -0.1512], [0.0006, 1.2370, 0.1804], [-0.7419, -1.2579, 0.0606], [0.1793, 2.1861, 0.2094], [1.1512, 0.5597, 0.0183]],
  "spin_multiplicity": 1,
  "homo_energy_ha": -0.30368,
  "gap_ev": 8.709,
  "e_tot_ev": -11337.0541,
  "relative_energy_kj_mol": 336.14
}


[2]
{
  "formula": "C2H7GaO7P2S4",
  "method": "ωB97M-V with the def2-TZVPD basis set",
  "elements": ["P", "H", "Ga", "H", "P", "S", "O", "H", "C", "O", "O", "H", "O", "H", "S", "S", "O", "O", "O", "H", "H", "S", "C"],
  "coordinates": [[-1.1326, 0.9421, 0.3198], [0.6875, -0.1395, 2.9878], [1.1863, 0.9879, -1.7228], [-0.9322, 1.7675, 2.2900], [1.3388, -0.8241, 0.8431], [1.4762, -0.7533, -3.1693], [-1.4045, 2.0385, 1.4439], [-1.7335, -1.7534, 0.4657], [-1.3146, -1.5407, 1.4768], [-0.2284, 0.1977, 2.6928], [1.0790, -2.1979, -0.0501], [-2.8080, 1.0400, -0.9546], [1.8854, 0.3762, -0.0632], [-0.7782, -2.3908, 1.8973], [2.2602, 0.3745, -4.6394], [1.6254, 2.8245, -2.8897], [-0.3982, 1.6600, -0.8294], [-2.4758, 0.4267, -0.2467], [2.0363, -1.1056, 2.1392], [-2.0948, -1.2913, 2.1529], [1.3515, -2.1477, -0.9813], [0.7939, 1.8881, -4.5159], [-0.4199, -0.3792, 1.3530]],
  "spin_multiplicity": 1,
  "homo_energy_ha": -0.31459,
  "gap_ev": 8.368,
  "e_tot_ev": -130822.7024,
  "relative_energy_kj_mol": 0.00
}


[3]
{
  "formula": "C33H92BN4O16S",
  "method": "ωB97M-V with the def2-TZVPD basis set",
  "elements": ["H", "H", "C", "O", "H", "H", "H", "H", "H", "H", "C", "H", "H", "C", "O", "O", "O", "H", "N", "H", "H", "N", "O", "H", "H", "H", "H", "H", "C", "O", "H", "O", "C", "H", "O", "O", "C", "H", "H", "H", "C", "H", "H", "C", "O", "H", "H", "H", "H", "N", "C", "H", "H", "C", "H", "C", "H", "C", "H", "C", "H", "H", "C", "H", "H", "S", "H", "C", "H", "C", "H", "H", "H", "H", "H", "H", "H", "H", "C", "H", "C", "H", "C", "H", "H", "C", "H", "H", "H", "H", "H", "H", "O", "H", "C", "H", "H", "C", "C", "H", "C", "N", "H", "C", "C", "H", "H", "C", "C", "H", "H", "C", "H", "C", "H", "H", "C", "H", "B", "H", "H", "H", "C", "H", "H", "H", "H", "H", "O", "H", "H", "H", "H", "H", "C", "H", "O", "H", "H", "O", "O", "H", "H", "H", "O", "H", "H"],
  "coordinates": [[-3.9361, -5.1543, 2.6639], [2.4090, -1.1530, -1.9816], [1.1916, -6.1892, 0.4821], [1.2710, 3.0577, 1.0337], [0.3076, -0.2022, 9.5206], [2.6894, -3.1561, 1.9357], [-0.6309, 2.0503, 8.9206], [-4.7643, -2.9313, 1.9139], [2.3828, -0.1455, -4.7962], [4.6505, -0.0563, -8.2182], [1.7724, 0.7562, -4.8202], [7.3221, -4.0456, 3.5613], [3.0202, -2.4985, -2.9497], [-1.6507, -1.3587, -1.1409], [4.6129, 0.5132, -7.4447], [-10.1432, 7.1464, 5.8615], [-2.2268, 0.5807, 3.7644], [6.9262, 3.6900, -1.4759], [0.1937, -0.0551, -1.3011], [-1.1716, 1.7250, -7.3773], [6.2199, -2.2246, 4.9006], [-1.9837, 0.0522, -0.6456], [4.0757, 2.1077, -2.3965], [5.7330, 0.9527, -5.8190], [-8.6948, 4.9535, 3.9704], [-1.2367, -1.8021, -0.2390], [0.7889, 0.5033, -1.9171], [-0.6974, -2.7767, -3.2857], [-0.7794, 0.6847, -0.6780], [6.4299, -3.5805, 1.8078], [-3.4248, -2.2533, -0.8666], [1.5442, 1.1304, -3.4496], [-6.5923, 4.4614, 4.0675], [5.0179, -3.2329, 4.0769], [-5.0169, -3.2422, 1.0401], [0.1816, -5.2383, 0.8360], [-1.0685, 2.3715, -8.2584], [-2.8514, 1.5976, -1.8099], [4.7030, 2.9544, -0.6075], [5.5334, -4.1811, -3.3996], [-0.6120, -1.0026, -2.1616], [-10.9964, 7.1621, 6.3026], [1.8701, 2.7681, -5.5876], [5.8104, 0.3068, -6.6931], [-0.3960, 1.6592, -9.2907], [-8.6703, 6.8714, 8.1057], [-2.0892, 1.4328, 5.6492], [-1.7017, 1.2810, 3.3727], [5.4238, -1.6432, 3.4296], [-2.6936, -2.2197, -1.5675], [3.8582, -5.5294, -3.2789], [-7.6874, 6.2360, 4.6469], [-0.1840, -0.1469, 7.8182], [-7.8290, 5.1568, 4.6032], [1.8462, -1.6193, 1.7747], [0.0713, -2.0971, -2.9403], [2.6609, 1.5538, -6.6093], [6.9242, -3.1566, 3.0765], [2.1814, -5.7394, 0.6214], [-0.5439, -0.1032, 8.8467], [-3.1189, -3.9388, 0.6265], [-0.2479, 4.3025, -8.7574], [-4.2228, -5.4763, 1.6603], [3.2649, -5.0812, -5.0889], [-8.3657, 8.1055, 5.9568], [-1.7212, 2.7517, 0.7149], [4.4926, 4.0461, -1.9825], [2.4647, -2.2341, -2.0592], [-0.8854, 4.1969, -7.1076], [5.8352, -2.5264, 3.9259], [-2.9906, 0.6256, 8.3442], [7.0171, 1.6772, -7.8339], [-10.0724, 7.8648, 8.4892], [-4.4465, -4.6370, -0.3120], [0.8146, 0.5089, -5.2893], [-2.0063, 3.6688, -0.2190], [-3.1687, 3.0999, 4.1177], [-3.0768, -1.9281, -2.4564], [-1.2859, 1.1981, 9.0912], [1.8366, -8.1881, 0.9915], [7.0530, 0.6421, -7.4953], [-1.0760, -0.3363, -2.8946], [2.4738, 1.8557, -5.5837], [-1.6411, 1.2451, 10.1254], [2.0198, 2.0438, -1.6578], [1.0939, -2.8891, -2.1383], [0.2836, -5.0402, 1.7711], [-9.7595, 9.1225, 6.3365], [-7.4973, 2.8511, 3.4561], [0.0922, -7.9180, 1.1434], [1.0009, 1.9249, -3.4494], [0.5376, -1.6502, -3.8143], [3.9171, -1.1560, 0.3894], [5.9452, -5.7875, -2.7779], [-2.8549, 1.1289, 4.9346], [6.0873, -2.8025, 1.3571], [5.8490, -0.7318, -6.3465], [-9.3187, 8.1309, 6.4826], [-9.1166, 7.8555, 7.9611], [-3.8283, 1.0604, -0.4601], [3.1489, -2.0783, 0.1990], [-0.5143, 1.8678, -0.1393], [-6.3531, 4.8309, 3.0631], [4.8672, 3.0691, -1.6831], [2.1598, -2.5072, 1.2452], [-4.2412, 2.6973, 5.4708], [3.4243, 2.0975, -5.1112], [-4.1454, -4.3193, 0.6848], [-3.1590, 0.7316, -1.2395], [-5.2426, -5.8559, 1.7155], [3.5546, -5.2100, -2.2824], [-0.3477, 3.6546, -7.8874], [1.1910, -7.2649, 2.3547], [-3.7537, 2.2983, 4.5823], [-4.5204, 1.9975, 3.8751], [2.0946, 2.6573, 1.3195], [6.3418, 2.9381, -2.0063], [-3.6862, 0.0431, -1.8833], [0.8369, 2.5719, -0.1623], [-2.0662, 2.5852, -8.6366], [6.7106, 1.9507, -1.7232], [-8.0663, 4.7961, 5.6032], [1.0741, -7.4679, 1.2877], [1.2362, -3.8417, -2.6361], [-1.2046, -0.9591, 9.0016], [7.1237, 0.0074, -8.3810], [4.3934, 1.2350, -2.1398], [-5.7347, 4.6530, 4.7106], [-6.7483, 3.0415, 4.0272], [0.7289, -3.0984, -1.1413], [1.0582, -6.3893, -0.5795], [1.3251, -3.0431, 0.8204], [0.4876, 1.4475, -8.9789], [3.6544, -6.6006, -3.3710], [5.3316, -5.2482, -3.4993], [-3.4343, 0.3238, 5.3822], [-2.3887, 1.3603, 8.1996], [7.7485, -2.4509, 2.9313], [-3.5610, -6.2881, 1.3578], [3.0300, -4.8083, -4.1983], [1.4387, 2.7653, -1.3547], [6.5062, 3.0604, -3.0771], [0.6593, 3.4334, -7.5270], [5.6368, -5.5505, -4.5036], [3.1906, -2.8044, -0.9533], [-8.4675, 8.6048, 8.4156], [7.9548, 0.4994, -6.8994]],
  "spin_multiplicity": 1,
  "total_charge": 1,
  "homo_energy_ha": -0.42166,
  "gap_ev": 9.018,
  "e_tot_ev": -85939.3135
}


[4]
{
  "formula": "C40H73BClN7O9P3",
  "method": "ωB97M-V with the def2-TZVPD basis set",
  "elements": ["H", "H", "H", "H", "H", "H", "C", "C", "C", "C", "H", "H", "H", "B", "N", "H", "C", "H", "C", "H", "C", "C", "C", "H", "H", "H", "H", "H", "P", "H", "N", "H", "O", "H", "H", "H", "C", "C", "H", "H", "H", "C", "H", "H", "N", "O", "C", "H", "O", "H", "H", "H", "H", "H", "H", "H", "H", "H", "C", "C", "C", "C", "H", "N", "H", "O", "C", "H", "C", "H", "C", "H", "C", "C", "C", "H", "H", "O", "C", "H", "O", "H", "C", "H", "H", "C", "C", "C", "H", "H", "C", "H", "H", "H", "H", "C", "C", "N", "H", "H", "C", "H", "H", "H", "C", "H", "P", "C", "H", "C", "H", "N", "H", "C", "P", "C", "H", "H", "H", "C", "N", "H", "C", "C", "Cl", "H", "O", "H", "H", "H", "O", "H", "H", "O"],
  "coordinates": [[-4.4264, 4.3747, -9.2488], [2.4616, 3.6820, -6.4157], [-0.8113, 1.5749, -5.2066], [5.0049, -6.4567, 9.4570], [4.0519, 1.3324, -2.1667], [2.3598, 4.4669, -4.7993], [-0.7473, 1.9528, 0.1610], [3.7272, -2.0182, 3.1866], [3.3611, -4.7057, 10.4666], [-4.0479, -2.7267, -1.2559], [-3.9412, -0.7207, -7.8212], [-3.1947, 0.6856, -4.5136], [5.1825, -4.9959, 8.4627], [-2.8200, 1.6559, 1.8300], [3.1976, -5.3679, 9.1825], [-0.6516, -1.2401, -2.3118], [4.5181, -5.8329, 8.7068], [-4.3747, -3.0524, -3.3675], [-1.9509, -1.7342, -0.6934], [-0.4196, 6.3804, 0.2265], [0.2254, 0.7704, 0.5180], [0.8673, -6.8698, 7.2578], [2.6063, 2.3091, -4.8040], [-0.7180, -6.4106, 9.2278], [4.3993, -6.4438, 7.8064], [0.3926, -1.5731, 3.3614], [3.8811, -5.3957, 11.1378], [1.3807, 4.6646, -0.1639], [-0.2775, 3.0114, -2.5529], [0.1174, -5.0931, 9.9924], [-2.5911, 0.4651, -8.9309], [1.0021, 3.5409, -5.4441], [0.0380, -0.4515, -0.1308], [-1.5765, 3.4179, -2.8844], [5.0896, -0.6382, 2.1995], [-2.5596, 5.7862, -0.0098], [2.3908, -2.2737, 3.4867], [3.0709, 0.0116, 2.1062], [0.2839, 7.4147, -1.6376], [0.3326, -3.2056, 9.9199], [-0.9274, 2.9112, 2.1367], [-5.0305, 2.0646, -8.2561], [-5.7900, 2.8485, -8.2226], [-0.3095, 0.5203, -6.5279], [2.0571, -3.1578, 8.7040], [-4.0823, 2.0017, 1.4363], [0.2143, 6.3379, -1.7788], [3.4293, 2.9231, -0.7372], [1.9164, -4.1546, 6.4766], [-2.2828, 5.9678, -1.7100], [-5.2065, 1.4662, -9.1613], [-2.0145, 3.4611, 0.9027], [-2.1926, -2.0765, -4.0440], [-0.1354, -7.2953, 7.1996], [-1.1257, -0.1643, -5.1266], [2.2949, -1.6814, 7.1846], [2.3400, 0.7477, -0.1917], [2.4776, 3.7796, -1.9773], [-3.4002, 1.2141, -5.4483], [2.8123, -2.0865, 8.0627], [1.7212, -0.2027, 2.3903], [1.4205, -1.3676, 3.0900], [-3.4494, 2.2913, -5.2330], [-3.7184, 2.6723, -8.2251], [1.1656, -6.6157, 6.2397], [-2.7390, 0.5735, 2.6598], [2.6444, 2.8211, -1.4905], [0.9490, 1.7970, 2.2631], [0.6364, 0.7804, 2.0142], [3.7932, -2.4436, 7.7364], [-3.1691, -2.2641, -0.2889], [0.7596, -1.6321, 9.3335], [-1.6133, -1.6597, -2.0455], [-3.0350, -0.8187, -8.4147], [3.1473, 1.7898, -2.5699], [-4.3882, 0.8705, -5.7586], [2.4022, -4.4931, 10.9331], [-1.0789, -1.6319, 1.4740], [-1.9695, 5.3917, -0.8385], [3.3392, 0.9205, 1.5679], [0.1666, 1.7203, -3.1231], [-2.2421, 4.3511, -1.0149], [0.0352, 3.0313, -0.7186], [0.0089, -2.7898, 8.2185], [2.9818, -1.2735, 8.7726], [4.7736, -3.0020, 3.6608], [0.3247, 4.4097, -0.0488], [1.4121, 2.3648, -0.7756], [-2.1511, 0.7003, 3.4092], [-3.2954, -1.4533, -9.2671], [-3.5974, 3.6665, -9.2869], [2.4080, 1.0081, -2.7478], [-3.4340, -2.3360, 0.7570], [1.5546, -7.6430, 7.6319], [1.2314, 5.9655, -1.9320], [-0.4652, 5.6378, -0.5720], [-1.5013, 0.2435, -9.9060], [1.4580, 1.2509, -0.1504], [-3.5829, 3.1978, -10.2818], [-1.8117, -0.4529, -10.6856], [0.7225, -2.6839, 9.0452], [-2.2792, -1.3380, -7.8195], [5.6356, -3.0574, 2.9998], [-2.6791, 4.2436, -9.1710], [0.2739, -5.9836, 9.3893], [0.8566, -6.7038, 9.9809], [-2.2538, 1.8596, -7.8801], [-1.0978, 0.7022, -5.7925], [4.3113, -3.9660, 3.8599], [-1.5751, 2.5576, 1.3301], [-5.0075, -3.1507, -0.9915], [-2.3913, 0.8830, -6.4420], [5.1291, -2.6340, 4.6297], [2.0910, 3.5958, -5.3958], [2.2327, -4.6746, 7.8588], [-2.4968, -2.1261, -3.0064], [3.9387, -3.7795, 10.4133], [-5.2167, 1.4355, -7.3891], [-0.3224, 6.1575, -2.7123], [-3.7109, -2.6701, -2.6021], [0.8763, -5.6840, 8.1086], [0.5747, 4.0108, -3.0623], [4.0705, -0.8751, 2.4768], [-0.9911, -1.2742, 0.3456], [-2.0994, 1.4462, -0.9753], [-4.1047, 2.9148, 1.1362], [3.5143, 2.4558, -3.7591], [-0.5973, -0.1480, -9.4259], [0.1694, 4.3785, 1.0298], [2.1323, -3.1627, 4.0486], [-1.4702, 2.9936, -7.2591], [-0.2441, 0.5480, 2.6086], [-1.2411, 1.1853, -10.3990], [2.2794, 1.2493, -5.2110]],
  "spin_multiplicity": 1,
  "total_charge": 1,
  "homo_energy_ha": -0.35908,
  "gap_ev": 6.416,
  "e_tot_ev": -112581.7784
}